C25H14F4N5Ti | ωB97M-V with the def2-TZVPD basis set

As for the spin multiplicity: 1. The value obtained for the electronic energy is -67588.74578 eV. For the highest occupied orbital energy, the calculation gives -4.06 eV. As for the LUMO energy: 1.62 eV. The calculation puts the HOMO-LUMO gap at 5.68 eV. The net charge is -1.

Atoms and positions in Å:
Ti1 -0.22 0.09 -0.18
C1 1.43 -0.06 -1.86
C2 1.28 -1.39 -1.41
C3 1.64 -1.43 -0.05
C4 2.03 -0.12 0.34
C5 1.93 0.72 -0.79
H1 1.23 0.29 -2.86
H2 0.92 -2.21 -2.00
H3 1.62 -2.30 0.59
H4 2.38 0.18 1.32
H5 2.16 1.77 -0.83
F1 -1.28 1.22 -4.40
C6 -2.25 1.62 -3.56
C7 -2.70 2.91 -3.66
F2 -2.19 3.66 -4.66
C8 -3.60 3.50 -2.75
C9 -4.07 2.59 -1.79
C10 -3.65 1.28 -1.72
F3 -4.16 0.51 -0.74
C11 -2.70 0.74 -2.58
C12 -2.00 -0.54 -2.31
C13 -1.97 -1.10 -1.06
N1 -1.68 -1.36 0.07
C14 -1.35 -1.29 -3.33
N2 -0.82 -1.95 -4.11
F4 -4.93 3.00 -0.85
C15 -3.96 4.88 -2.78
C16 -4.98 5.43 -1.96
N3 -5.81 5.92 -1.33
C17 -3.27 5.84 -3.56
N4 -2.71 6.67 -4.14
C18 -0.32 3.81 -1.55
C19 -1.09 3.96 -0.28
C20 -1.68 5.17 0.05
C21 -2.40 5.33 1.23
C22 -2.54 4.26 2.09
C23 -1.98 3.02 1.80
C24 -2.17 1.84 2.70
C25 -1.25 2.87 0.61
N5 -0.77 1.62 0.28
H6 -0.62 4.58 -2.27
H7 -0.47 2.84 -2.01
H8 0.76 3.93 -1.38
H9 -1.61 6.00 -0.65
H10 -2.88 6.27 1.44
H11 -3.12 4.37 3.00
H12 -2.85 2.09 3.52
H13 -1.22 1.51 3.14
H14 -2.59 0.99 2.15

***

C25H16Br4ClN6O6ReSSe | ωB97M-V with the def2-TZVPD basis set

As for the spin multiplicity: 4. The value obtained for the electronic energy is -418411.58566 eV. For the highest occupied orbital energy (alpha / beta), the calculation gives -10.78 / -11.00 eV. As for the expectation value of S²: 3.7737. As for the LUMO energy (alpha / beta): -4.25 / -4.86 eV. The calculation puts the HOMO-LUMO gap (alpha / beta) at 6.53 / 6.14 eV. The net charge is +1.

Atoms and positions in Å:
Re1 0.84 0.45 0.03
Br1 3.66 -5.64 1.77
C1 2.79 -4.26 0.84
C2 2.43 -4.43 -0.50
Br2 2.81 -6.03 -1.40
C3 1.81 -3.39 -1.20
Br3 1.26 -3.53 -2.99
C4 1.59 -2.19 -0.55
O1 1.07 -1.10 -1.16
C5 1.92 -2.02 0.79
O2 1.65 -0.81 1.34
C6 2.52 -3.06 1.49
Br4 2.95 -2.74 3.29
O3 4.05 5.05 1.82
C7 4.81 4.25 1.09
O4 5.97 4.48 0.87
C8 4.18 3.02 0.52
C9 4.84 2.07 -0.26
Cl1 6.44 1.98 -0.76
N1 3.96 1.10 -0.60
N2 2.75 1.39 -0.09
C10 2.87 2.52 0.60
C11 1.65 2.93 1.36
O5 1.59 3.97 1.98
O6 0.68 2.05 1.27
C12 4.25 -0.15 -1.25
C13 4.79 -1.17 -0.48
C14 5.09 -2.38 -1.10
C15 4.85 -2.54 -2.45
C16 4.31 -1.50 -3.20
C17 4.01 -0.29 -2.60
H1 3.12 4.73 1.91
H2 4.97 -1.02 0.58
H3 5.52 -3.18 -0.51
H4 5.08 -3.48 -2.93
H5 4.13 -1.64 -4.26
H6 3.61 0.54 -3.17
Se1 0.18 0.36 -3.27
N3 0.09 1.35 -1.73
C18 -0.48 2.52 -2.02
C19 -0.78 3.56 -1.11
C20 -1.35 4.70 -1.60
C21 -1.66 4.87 -2.99
C22 -1.41 3.89 -3.88
C23 -0.81 2.68 -3.42
N4 -0.53 1.65 -4.20
H7 -0.58 3.44 -0.05
H8 -1.59 5.50 -0.91
H9 -2.11 5.80 -3.31
H10 -1.64 3.99 -4.93
C24 -3.00 0.29 4.21
N5 -2.70 0.24 2.79
C25 -1.53 -0.11 2.29
N6 -0.52 -0.38 3.09
S1 -1.42 -0.26 0.56
H11 -4.05 0.53 4.33
H12 -2.41 1.07 4.70
H13 -2.81 -0.67 4.68
H14 -3.42 0.48 2.12
H15 -0.59 -0.25 4.09
H16 0.38 -0.68 2.71

***

C25H16Cl4NNiO3P | ωB97M-V with the def2-TZVPD basis set

As for the spin multiplicity: 3. The value obtained for the electronic energy is -134237.70895 eV. For the highest occupied orbital energy (alpha / beta), the calculation gives -7.03 / -7.23 eV. As for the expectation value of S²: 2.0256. As for the LUMO energy (alpha / beta): -0.58 / -1.18 eV. The calculation puts the HOMO-LUMO gap (alpha / beta) at 6.45 / 6.05 eV.

Atoms and positions in Å:
Ni1 0.77 -0.62 -2.28
O1 3.28 -1.04 -3.43
N1 2.74 -1.06 -2.14
C1 3.53 -0.73 -1.19
C2 3.19 -0.66 0.26
C3 4.34 -0.55 1.05
C4 4.26 -0.42 2.43
C5 3.02 -0.38 3.03
C6 1.88 -0.48 2.25
C7 1.93 -0.65 0.86
P1 0.35 -0.76 -0.07
C8 -0.47 -2.27 0.56
C9 -0.06 -3.05 1.63
C10 -0.78 -4.19 1.98
C11 -1.90 -4.56 1.26
C12 -2.31 -3.79 0.17
C13 -1.58 -2.67 -0.19
C14 -0.62 0.60 0.65
C15 -0.01 1.83 0.92
C16 -0.77 2.93 1.30
C17 -2.15 2.83 1.39
C18 -2.77 1.62 1.11
C19 -2.01 0.51 0.75
H1 3.91 -0.30 -3.46
H2 4.56 -0.48 -1.44
H3 5.31 -0.55 0.57
H4 5.17 -0.33 3.01
H5 2.92 -0.25 4.10
H6 0.91 -0.42 2.72
H7 0.81 -2.79 2.21
H8 -0.45 -4.80 2.81
H9 -2.46 -5.44 1.54
H10 -3.17 -4.08 -0.41
H11 -1.87 -2.10 -1.07
H12 1.06 1.94 0.82
H13 -0.28 3.87 1.49
H14 -2.74 3.69 1.66
H15 -3.84 1.53 1.17
H16 -2.52 -0.42 0.53
Cl1 -2.43 5.30 -1.70
C20 -2.01 3.67 -2.10
C21 -3.07 2.72 -2.31
Cl2 -4.70 3.24 -2.14
C22 -2.78 1.43 -2.62
Cl3 -4.00 0.24 -2.84
C23 -1.42 0.98 -2.72
O2 -1.12 -0.23 -2.94
C24 -0.35 1.94 -2.51
O3 0.85 1.55 -2.58
C25 -0.71 3.29 -2.19
Cl4 0.59 4.38 -1.92

***

C25H16N6O6PdS2 | ωB97M-V with the def2-TZVPD basis set

As for the spin multiplicity: 1. The value obtained for the electronic energy is -72546.92866 eV. For the highest occupied orbital energy (alpha / beta), the calculation gives -14.61 / -14.61 eV. As for the LUMO energy (alpha / beta): -7.13 / -7.13 eV. The calculation puts the HOMO-LUMO gap (alpha / beta) at 7.47 / 7.48 eV. The net charge is +2.

Atoms and positions in Å:
Pd1 0.07 0.94 -0.11
O1 -1.96 -0.09 1.56
S1 -2.55 1.19 1.65
O2 -3.80 1.37 2.29
O3 -1.75 2.32 1.28
O4 -3.44 1.03 -0.45
S2 5.17 -1.13 5.00
N1 4.32 -2.06 4.01
C1 3.53 -1.26 3.31
C2 2.55 -1.68 2.33
C3 2.28 -3.02 2.01
C4 1.30 -3.30 1.08
C5 0.60 -2.24 0.49
N2 0.86 -0.97 0.77
C6 1.82 -0.69 1.68
C7 2.02 0.72 1.98
N3 1.27 1.61 1.31
C8 1.33 2.91 1.62
C9 2.20 3.39 2.59
C10 3.02 2.49 3.25
C11 2.93 1.13 2.96
C12 3.71 0.10 3.62
N4 4.63 0.32 4.55
H1 2.83 -3.80 2.50
H2 1.05 -4.31 0.82
H3 -0.19 -2.43 -0.23
H4 0.68 3.57 1.07
H5 2.23 4.44 2.81
H6 3.71 2.82 4.02
O5 -6.41 -3.28 -0.54
C13 -5.51 -3.35 -1.53
O6 -5.62 -4.13 -2.43
C14 -4.35 -2.37 -1.49
C15 -4.45 -1.11 -0.92
C16 -3.38 -0.25 -0.98
C17 -2.19 -0.63 -1.60
C18 -2.10 -1.90 -2.17
C19 -3.18 -2.76 -2.13
N5 -1.07 0.27 -1.68
C20 -0.65 0.60 -2.84
C21 0.55 1.43 -2.96
C22 1.09 1.79 -4.17
C23 2.27 2.54 -4.18
C24 2.84 2.88 -2.97
C25 2.23 2.48 -1.78
N6 1.10 1.77 -1.78
H7 -6.10 -2.75 0.20
H8 -5.38 -0.78 -0.45
H9 -4.35 1.36 -0.42
H10 -1.18 -2.19 -2.66
H11 -3.14 -3.73 -2.59
H12 -1.17 0.26 -3.73
H13 0.62 1.48 -5.09
H14 2.73 2.84 -5.11
H15 3.76 3.45 -2.92
H16 2.65 2.73 -0.82

***

C25H16OPS4W | ωB97M-V with the def2-TZVPD basis set

As for the spin multiplicity: 3. The value obtained for the electronic energy is -82680.68646 eV. For the highest occupied orbital energy (alpha / beta), the calculation gives -11.38 / -11.45 eV. As for the expectation value of S²: 2.0205. As for the LUMO energy (alpha / beta): -4.38 / -4.54 eV. The calculation puts the HOMO-LUMO gap (alpha / beta) at 7.00 / 6.91 eV. The net charge is +1.

Atoms and positions in Å:
W1 10.73 -5.11 15.06
O1 11.49 -5.74 20.47
C1 11.54 -5.37 19.35
S1 12.86 -5.58 18.19
C2 12.16 -4.49 16.93
C3 10.89 -3.91 17.25
S2 9.96 -3.12 15.96
S3 10.14 -4.40 18.67
S4 12.88 -4.35 15.32
C4 10.86 -4.34 8.82
C5 11.83 -4.60 9.83
C6 11.47 -5.03 11.09
C7 10.13 -5.29 11.33
C8 9.18 -5.15 10.35
C9 9.57 -4.69 9.10
P1 9.43 -5.74 13.05
C10 7.78 -5.12 13.23
C11 7.52 -3.84 12.84
C12 6.31 -3.25 13.16
C13 5.43 -3.97 13.96
C14 5.68 -5.29 14.33
C15 6.83 -5.88 13.94
C16 9.21 -7.52 13.30
C17 8.66 -8.29 12.30
C18 8.65 -9.70 12.50
C19 9.21 -10.26 13.62
C20 9.74 -9.46 14.64
C21 10.39 -10.06 15.73
C22 11.01 -9.27 16.67
C23 10.97 -7.85 16.53
C24 10.39 -7.20 15.47
C25 9.80 -8.05 14.48
H1 11.13 -3.97 7.84
H2 12.85 -4.35 9.60
H3 12.20 -5.28 11.86
H4 8.10 -5.33 10.49
H5 8.74 -4.46 8.37
H6 8.21 -3.30 12.19
H7 6.04 -2.21 12.84
H8 4.52 -3.49 14.23
H9 4.95 -5.89 14.78
H10 6.99 -6.93 14.17
H11 8.35 -7.87 11.33
H12 8.26 -10.34 11.70
H13 9.25 -11.35 13.74
H14 10.38 -11.13 15.88
H15 11.46 -9.61 17.56
H16 11.38 -7.32 17.35

***

C25H17Cl6LaN6O2S2 | ωB97M-V with the def2-TZVPD basis set

As for the spin multiplicity: 1. The value obtained for the electronic energy is -136907.12491 eV. For the highest occupied orbital energy, the calculation gives -0.97 eV. As for the LUMO energy: 4.15 eV. The calculation puts the HOMO-LUMO gap at 5.12 eV. The net charge is -2.

Atoms and positions in Å:
La1 0.30 -0.41 0.40
C1 -3.75 2.62 0.71
C2 -2.72 1.56 0.97
N1 -2.12 0.93 0.04
N2 -2.40 1.34 -1.26
C3 -1.99 0.46 -2.24
N3 -1.38 1.09 -3.28
S1 -2.23 -1.17 -2.13
C4 -2.27 1.27 2.37
C5 -3.16 1.24 3.42
C6 -2.67 0.96 4.69
C7 -1.31 0.80 4.86
C8 -0.48 0.88 3.75
N4 -0.96 1.07 2.52
H1 -4.46 2.28 -0.05
H2 -3.27 3.53 0.34
H3 -4.28 2.88 1.63
H4 -2.07 2.29 -1.42
H5 -0.70 1.78 -2.96
H6 -1.01 0.44 -3.95
H7 -4.22 1.37 3.25
H8 -3.35 0.86 5.53
H9 -0.88 0.58 5.83
H10 0.59 0.75 3.82
Cl1 2.49 6.35 -1.76
C9 2.34 4.83 -0.93
C10 3.17 4.53 0.13
Cl2 4.39 5.65 0.65
C11 3.01 3.29 0.80
Cl3 4.02 2.89 2.16
C12 2.06 2.35 0.42
O1 1.89 1.22 1.04
C13 1.20 2.66 -0.70
O2 0.29 1.80 -1.05
C14 1.36 3.90 -1.32
Cl4 0.26 4.28 -2.62
S2 1.75 -1.15 -2.23
C15 2.13 -2.62 -1.39
C16 2.86 -3.69 -1.96
C17 3.10 -4.83 -1.23
C18 2.61 -4.94 0.07
C19 1.92 -3.86 0.57
N5 1.69 -2.74 -0.12
H11 3.22 -3.58 -2.98
H12 3.66 -5.65 -1.67
H13 2.77 -5.82 0.68
H14 1.50 -3.87 1.58
Cl5 1.91 -1.31 2.84
C20 0.62 -2.10 3.74
C21 0.89 -2.56 5.01
C22 -0.12 -3.16 5.77
C23 -1.39 -3.25 5.19
C24 -1.64 -2.80 3.92
Cl6 -3.29 -2.91 3.32
C25 -0.66 -2.16 3.03
N6 -0.86 -1.68 1.85
H15 1.89 -2.44 5.41
H16 0.07 -3.53 6.77
H17 -2.21 -3.70 5.74

***

C25H18AsBCoF4NO4S | ωB97M-V with the def2-TZVPD basis set

As for the spin multiplicity: 5. The value obtained for the electronic energy is -156748.00759 eV. For the highest occupied orbital energy (alpha / beta), the calculation gives -9.54 / -9.63 eV. As for the expectation value of S²: 6.0346. As for the LUMO energy (alpha / beta): -0.30 / -3.63 eV. The calculation puts the HOMO-LUMO gap (alpha / beta) at 9.24 / 6.00 eV.

Atoms and positions in Å:
Co1 -1.64 -0.58 -1.16
S1 -2.02 1.80 -0.96
C1 -1.39 2.53 0.45
C2 -1.86 3.85 0.70
C3 -1.47 4.53 1.83
C4 -0.60 3.93 2.73
C5 -0.11 2.64 2.48
C6 -0.48 1.93 1.36
As1 0.40 0.23 0.91
C7 1.25 -0.16 2.62
C8 0.55 -0.64 3.72
C9 1.21 -0.90 4.91
C10 2.58 -0.67 5.01
C11 3.28 -0.19 3.92
C12 2.62 0.06 2.72
C13 -1.16 -0.94 1.08
C14 -1.05 -2.24 0.57
C15 -2.11 -3.14 0.70
C16 -3.27 -2.75 1.34
C17 -3.39 -1.46 1.85
C18 -2.35 -0.56 1.73
H1 -2.54 4.29 -0.01
H2 -1.85 5.53 2.01
H3 -0.29 4.46 3.62
H4 0.58 2.21 3.19
H5 -0.52 -0.83 3.66
H6 0.66 -1.28 5.76
H7 3.10 -0.87 5.94
H8 4.35 -0.02 3.99
H9 3.18 0.42 1.86
H10 -0.14 -2.55 0.07
H11 -2.03 -4.13 0.27
H12 -4.11 -3.43 1.41
H13 -4.32 -1.16 2.32
H14 -2.47 0.44 2.12
O1 1.24 -2.07 -1.48
C19 0.93 -1.23 -2.31
O2 -0.24 -0.69 -2.43
C20 1.95 -0.74 -3.31
C21 3.17 -1.38 -3.40
C22 4.14 -0.94 -4.29
C23 3.89 0.17 -5.09
C24 2.67 0.80 -4.97
C25 1.68 0.37 -4.10
N1 2.40 1.99 -5.80
O3 1.36 2.58 -5.63
O4 3.25 2.31 -6.61
H15 3.35 -2.24 -2.76
H16 5.09 -1.45 -4.37
H17 4.62 0.54 -5.79
H18 0.73 0.88 -4.05
F1 -5.38 -1.71 -2.79
B1 -4.65 -1.91 -1.67
F2 -3.42 -0.97 -1.81
F3 -4.10 -3.17 -1.55
F4 -5.27 -1.49 -0.51

***

C25H18F5N5O2SSm | ωB97M-V with the def2-TZVPD basis set

As for the spin multiplicity: 6. The value obtained for the electronic energy is -80086.29328 eV. For the highest occupied orbital energy (alpha / beta), the calculation gives -10.67 / -10.67 eV. As for the expectation value of S²: 8.7581. As for the LUMO energy (alpha / beta): -3.24 / -3.22 eV. The calculation puts the HOMO-LUMO gap (alpha / beta) at 7.43 / 7.46 eV. The net charge is +1.

Atoms and positions in Å:
Sm1 -0.64 -0.76 0.04
N1 -1.67 3.73 -0.95
C1 -1.23 2.53 -0.54
S1 -1.73 1.16 -1.53
N2 -0.48 2.56 0.55
N3 -0.01 1.35 0.96
C2 0.63 1.32 2.08
C3 0.89 2.51 2.93
C4 2.21 2.80 3.28
C5 2.49 3.89 4.09
C6 1.45 4.68 4.57
C7 0.13 4.38 4.24
C8 -0.15 3.30 3.41
C9 1.11 -0.02 2.55
C10 1.38 -0.25 3.89
C11 1.79 -1.52 4.28
C12 1.93 -2.52 3.33
C13 1.62 -2.22 2.02
N4 1.21 -1.00 1.64
H1 -2.26 3.80 -1.75
H2 -1.40 4.55 -0.43
H3 3.02 2.18 2.92
H4 3.51 4.13 4.35
H5 1.66 5.52 5.21
H6 -0.68 4.98 4.61
H7 -1.17 3.08 3.13
H8 1.27 0.55 4.60
H9 1.99 -1.72 5.32
H10 2.26 -3.51 3.60
H11 1.70 -2.97 1.24
O1 1.36 -0.90 -1.53
C14 1.27 -1.46 -2.85
C15 -0.02 -2.20 -3.01
C16 -0.27 -2.89 -4.19
C17 -1.47 -3.55 -4.34
C18 -2.40 -3.52 -3.32
C19 -2.09 -2.81 -2.18
N5 -0.92 -2.17 -2.02
H12 2.15 -0.35 -1.47
H13 2.11 -2.14 -3.02
H14 1.32 -0.66 -3.59
H15 0.48 -2.89 -4.97
H16 -1.67 -4.09 -5.26
H17 -3.35 -4.02 -3.40
H18 -2.79 -2.76 -1.35
F1 -2.04 -5.36 4.82
C20 -2.01 -4.26 4.09
C21 -1.58 -4.30 2.77
F2 -1.18 -5.44 2.22
C22 -1.54 -3.12 2.07
F3 -1.09 -3.13 0.77
C23 -1.95 -1.89 2.56
O2 -1.90 -0.81 1.77
C24 -2.36 -1.88 3.89
F4 -2.76 -0.74 4.45
C25 -2.39 -3.04 4.63
F5 -2.79 -3.00 5.90

***

C25H18N8OS4Sn | ωB97M-V with the def2-TZVPD basis set

As for the spin multiplicity: 2. The value obtained for the electronic energy is -89358.68916 eV. For the highest occupied orbital energy (alpha / beta), the calculation gives -2.28 / -3.52 eV. As for the expectation value of S²: 0.7739. As for the LUMO energy (alpha / beta): 1.29 / 1.29 eV. The calculation puts the HOMO-LUMO gap (alpha / beta) at 3.57 / 4.81 eV. The net charge is -1.

Atoms and positions in Å:
Sn1 -0.05 -0.31 -0.77
C1 -4.01 -0.36 -4.98
S1 -4.67 0.25 -3.40
C2 -3.24 -0.08 -2.36
S2 -1.79 0.83 -2.67
N1 -3.45 -0.96 -1.45
N2 -2.42 -1.16 -0.56
C3 -2.59 -2.28 0.17
C4 -1.70 -2.66 1.18
C5 -1.86 -3.90 1.86
C6 -0.96 -4.27 2.82
C7 0.10 -3.38 3.15
C8 0.18 -2.19 2.46
N3 -0.66 -1.81 1.49
H1 -4.68 -0.02 -5.77
H2 -3.97 -1.44 -4.98
H3 -3.02 0.06 -5.13
H4 -3.44 -2.92 -0.05
H5 -2.69 -4.55 1.60
H6 -1.05 -5.22 3.33
H7 0.83 -3.62 3.92
H8 0.98 -1.49 2.68
S3 0.36 7.32 1.87
N4 -0.60 6.10 2.31
C9 -0.28 5.07 1.56
C10 -0.89 3.76 1.61
C11 -1.94 3.44 2.48
C12 -2.46 2.17 2.47
C13 -1.91 1.23 1.59
N5 -0.93 1.54 0.75
C14 -0.42 2.78 0.74
C15 0.67 3.07 -0.22
N6 1.06 2.09 -1.03
C16 2.04 2.29 -1.88
C17 2.70 3.52 -1.99
C18 2.30 4.55 -1.18
C19 1.27 4.33 -0.27
C20 0.78 5.36 0.64
N7 1.23 6.59 0.72
H9 -2.32 4.20 3.15
H10 -3.27 1.88 3.12
H11 -2.27 0.21 1.53
H12 2.31 1.44 -2.50
H13 3.51 3.64 -2.70
H14 2.77 5.52 -1.22
O1 1.66 -1.99 -1.77
N8 2.52 -2.67 -1.05
C21 2.87 -3.91 -1.49
C22 3.74 -4.72 -0.82
C23 4.28 -4.25 0.38
C24 3.95 -3.00 0.82
C25 3.07 -2.15 0.11
S4 2.69 -0.57 0.65
H15 2.37 -4.18 -2.41
H16 3.99 -5.69 -1.23
H17 4.96 -4.87 0.95
H18 4.35 -2.60 1.73

***

Q: Which energy above the lowest of the compared OMol25 structures with the same formula, charge and spin values were calculated for the entries above? A: 0.00, 0.00, 58.90, 68.63, 16.44, 132.67, 2.63, 4.10, 41.49, in kJ/mol.